{"formula": "C46H40N3O2", "method": "ωB97M-V with the def2-TZVPD basis set", "max_force_ha_per_bohr": 0.0424, "total_energy_ev": -56910.21116, "de_lowest_kj_mol": 0.0, "charge": 1, "homo_energy_ev": -9.605, "elements": ["C", "C", "C", "C", "N", "C", "C", "C", "C", "C", "C", "C", "C", "C", "C", "C", "C", "C", "C", "C", "N", "C", "C", "C", "C", "C", "C", "C", "C", "C", "C", "C", "C", "C", "C", "C", "C", "C", "C", "H", "H", "H", "H", "H", "H", "H", "H", "H", "H", "H", "H", "H", "H", "H", "H", "H", "H", "H", "H", "H", "H", "H", "H", "H", "H", "H", "H", "H", "C", "C", "O", "C", "C", "N", "C", "C", "C", "C", "C", "O", "H", "H", "H", "H", "H", "H", "H", "H", "H", "H", "H"], "coordinates": [[-6.76447, 2.46719, 0.42162], [-7.10730, 2.28292, 1.76475], [-6.46667, 1.29717, 2.51955], [-5.48418, 0.49366, 1.93081], [-4.78088, -0.48761, 2.70385], [-5.32942, -1.79225, 2.74543], [-5.27065, -2.60245, 1.60800], [-5.89105, -3.85124, 1.62836], [-6.64283, -4.24740, 2.74062], [-6.71548, -3.42033, 3.86774], [-6.02568, -2.20924, 3.88937], [-3.72703, -0.12794, 3.54566], [-3.67869, 1.16377, 4.06114], [-2.59288, 1.53715, 4.84877], [-1.43182, 0.76520, 4.90318], [-0.09232, 1.32844, 5.40952], [1.15582, 0.71531, 4.74782], [2.34133, 0.66773, 5.49672], [3.54981, 0.37562, 4.88098], [3.54574, -0.03622, 3.54367], [4.76322, -0.37665, 2.92667], [4.97571, -1.68442, 2.42783], [4.98175, -1.88511, 1.04693], [5.31272, -3.14068, 0.54257], [5.67625, -4.17212, 1.41878], [5.65292, -3.96150, 2.80441], [5.25994, -2.72449, 3.31509], [5.75562, 0.60120, 2.70643], [7.03521, 0.37532, 3.21576], [8.04868, 1.28828, 2.94718], [7.78601, 2.38542, 2.11414], [6.50425, 2.59431, 1.58845], [5.46525, 1.72913, 1.92963], [2.35410, -0.12634, 2.83141], [1.16519, 0.31041, 3.41377], [-1.54522, -0.58112, 4.50569], [-2.69716, -1.04035, 3.86957], [-5.19955, 0.62350, 0.56740], [-5.82258, 1.62472, -0.17921], [-7.24142, 3.25555, -0.16351], [-7.86198, 2.91244, 2.23405], [-6.70602, 1.15110, 3.57662], [-4.71666, -2.23782, 0.73750], [-5.79548, -4.50205, 0.76186], [-7.17394, -5.20122, 2.72923], [-7.31001, -3.70709, 4.73253], [-6.04147, -1.54970, 4.76361], [-4.49878, 1.86232, 3.88993], [-2.68168, 2.46953, 5.38174], [-0.04030, 1.07352, 6.48558], [2.32302, 0.84808, 6.57372], [4.49531, 0.42726, 5.42428], [4.71537, -1.04567, 0.39831], [5.30225, -3.29588, -0.53546], [5.98638, -5.14137, 1.01742], [5.94939, -4.75224, 3.49225], [5.20500, -2.52764, 4.39003], [7.19511, -0.51256, 3.83428], [9.03459, 1.13136, 3.38270], [8.59172, 3.07760, 1.86467], [6.30258, 3.42938, 0.91670], [4.44207, 1.87704, 1.57071], [2.39903, -0.48698, 1.80053], [0.26532, 0.34542, 2.79068], [-0.71358, -1.27820, 4.64699], [-2.78961, -2.07908, 3.54200], [-4.47421, -0.06269, 0.12224], [-5.55920, 1.74581, -1.22856], [4.54451, 4.39105, 4.61103], [3.56441, 4.11584, 5.71753], [2.32676, 3.69242, 5.04692], [1.39968, 3.24643, 5.90805], [0.07385, 2.81062, 5.29381], [-0.89115, 3.63081, 6.10469], [-1.17374, 3.20967, 7.37148], [-2.24335, 3.74183, 8.07613], [-2.99996, 4.77224, 7.50954], [-2.67251, 5.21020, 6.22128], [-1.58114, 4.67019, 5.55451], [1.59822, 3.20221, 7.11350], [5.50443, 4.69673, 5.04082], [4.71879, 3.50233, 3.99338], [4.19372, 5.20531, 3.96905], [3.91542, 3.31329, 6.37567], [3.35868, 5.02185, 6.30416], [0.04066, 3.12516, 4.23737], [-0.50028, 2.45660, 7.78193], [-2.43740, 3.32187, 9.06550], [-3.82634, 5.22909, 8.05601], [-3.25874, 5.97715, 5.70648], [-1.23633, 4.99565, 4.56741]], "atomic_forces_ev_per_a": [[0.063, -0.199, 0.044], [0.228, -0.107, -0.062], [0.065, 0.028, -0.175], [-0.253, 0.185, -0.125], [0.334, 0.114, 0.020], [-0.496, -0.568, -0.081], [0.087, -0.070, 0.422], [-0.156, 0.118, 0.090], [0.130, 0.139, -0.014], [0.251, 0.017, -0.127], [0.036, -0.003, -0.357], [-0.223, -0.067, -0.323], [0.236, -0.029, 0.688], [0.060, 0.130, -0.847], [0.100, -0.151, 0.247], [-0.467, -1.942, 0.791], [-0.283, -0.024, 0.227], [0.100, -0.131, -0.078], [-0.334, -0.115, -0.048], [0.223, 0.030, 0.076], [-0.411, 0.061, 0.313], [0.142, -0.234, -0.195], [-0.022, -0.269, 0.189], [0.078, -0.035, 0.170], [-0.007, 0.131, 0.021], [-0.201, 0.059, -0.190], [0.120, -0.034, -0.286], [0.112, 0.117, -0.104], [-0.064, 0.230, 0.017], [-0.201, 0.142, -0.238], [0.042, -0.055, -0.021], [0.018, -0.032, 0.372], [0.339, -0.182, 0.007], [-0.111, 0.184, 0.041], [0.137, 0.053, -0.311], [-0.248, 0.071, -0.300], [-0.039, 0.254, 0.020], [0.029, 0.186, 0.277], [-0.062, -0.047, 0.194], [0.126, -0.259, 0.184], [0.155, -0.128, -0.147], [0.010, 0.043, -0.364], [-0.244, -0.293, 0.301], [-0.139, 0.087, 0.177], [0.199, 0.297, 0.008], [0.138, -0.052, -0.183], [-0.078, -0.277, -0.313], [0.282, -0.299, 0.183], [0.068, 0.140, -0.303], [0.305, 0.057, -0.366], [-0.030, 0.148, -0.350], [-0.288, -0.137, -0.127], [0.201, -0.322, 0.137], [0.064, -0.083, 0.262], [-0.142, 0.361, 0.172], [-0.123, 0.103, -0.223], [0.125, -0.125, -0.366], [0.055, 0.321, -0.255], [-0.173, 0.120, -0.209], [-0.240, -0.194, 0.070], [0.144, -0.146, 0.241], [0.392, -0.043, 0.027], [-0.147, 0.158, 0.333], [0.252, -0.036, 0.406], [-0.256, 0.329, -0.078], [0.111, 0.356, 0.142], [-0.194, 0.389, 0.081], [-0.139, -0.002, 0.210], [0.329, 0.117, -0.209], [0.212, 0.046, -0.446], [-0.971, -0.187, 0.949], [2.005, 0.305, 0.799], [0.695, 1.809, -0.163], [-1.142, 0.126, 0.484], [-0.113, 0.212, -0.493], [0.369, 0.112, 0.006], [0.227, -0.361, -0.234], [0.277, 0.321, -0.177], [0.072, -0.736, 0.203], [-0.650, 0.037, -1.153], [-0.135, -0.057, -0.051], [-0.060, 0.146, 0.151], [0.037, -0.139, 0.064], [-0.261, 0.175, -0.109], [-0.089, -0.388, -0.057], [-0.262, 0.042, 0.468], [-0.459, 0.243, -0.201], [-0.032, 0.358, -0.323], [0.188, -0.232, -0.218], [0.319, -0.204, 0.346], [-0.345, -0.216, 0.373]], "lowdin_charge": [-0.0824, -0.0745, -0.0329, -0.2217, -0.0245, -0.2415, -0.0119, -0.0716, -0.0808, -0.0749, -0.0113, -0.1993, 0.0055, -0.0296, -0.1688, -0.1745, -0.1846, -0.0299, 0.0220, -0.2156, -0.0476, -0.2432, -0.0146, -0.0736, -0.0815, -0.0747, -0.0154, -0.2365, -0.0099, -0.0719, -0.0867, -0.0851, -0.0315, 0.0223, -0.0130, -0.0301, 0.0203, -0.0082, -0.0710, 0.1063, 0.1051, 0.1216, 0.1105, 0.1062, 0.1065, 0.1052, 0.1213, 0.1060, 0.0827, 0.1487, 0.1276, 0.1307, 0.1211, 0.1056, 0.1061, 0.1052, 0.1201, 0.1209, 0.1068, 0.1031, 0.1058, 0.1199, 0.1258, 0.1276, 0.1281, 0.1242, 0.1128, 0.1065, -0.0561, -0.1857, 0.0230, -0.4524, -0.1091, -0.0016, 0.0096, 0.0137, 0.0038, -0.0082, 0.0120, 0.1009, 0.0921, 0.0642, 0.0867, 0.1269, 0.1341, 0.1842, 0.1450, 0.1332, 0.1309, 0.1306, 0.1587]}